(1)
76
Properties=species:S:1:pos:R:3 method="wB97M-V/def2-TZVPD" total_charge=-1 e_tot_ev=-103601.77865 gap_ev=4.5 lumo_energy_ev=1.3 e_homo_ev=-3.15
Ti 0.231 -0.238 -0.554
C -1.566 -3.741 2.540
C -2.165 -3.457 1.165
C -3.452 -4.273 0.978
C -2.435 -1.982 0.917
C -2.208 -0.992 1.874
C -2.510 0.336 1.606
C -3.033 0.728 0.375
C -3.318 2.177 0.090
C -3.256 -0.257 -0.582
C -2.962 -1.586 -0.313
H -1.357 -4.807 2.637
H -2.264 -3.462 3.332
H -0.631 -3.202 2.695
H -1.445 -3.782 0.407
H -4.223 -3.924 1.668
H -3.259 -5.328 1.184
H -3.840 -4.191 -0.038
H -1.808 -1.245 2.847
H -2.351 1.078 2.380
H -3.797 2.661 0.943
H -3.964 2.290 -0.782
H -2.388 2.713 -0.112
H -3.697 0.012 -1.537
H -3.148 -2.333 -1.078
O 0.125 -2.060 -0.309
C -0.003 -2.260 -1.569
N -0.624 -1.280 -2.250
S -0.356 -1.521 -3.862
O 0.675 -0.649 -4.370
O -1.601 -1.493 -4.585
C 0.316 -3.161 -3.700
C 0.749 -4.072 -4.633
C 1.383 -5.224 -4.183
C 1.610 -5.421 -2.821
C 1.182 -4.501 -1.884
C 0.518 -3.364 -2.335
H 0.603 -3.898 -5.692
H 1.717 -5.962 -4.900
H 2.137 -6.308 -2.492
H 1.364 -4.632 -0.826
F 2.958 0.782 -0.140
B 2.290 -0.424 -0.067
F 2.841 -1.364 -0.928
I 1.652 -0.984 1.900
I 1.661 -1.855 4.971
O 0.096 3.141 -0.387
C 0.165 2.426 0.602
O -0.014 1.149 0.653
H 0.387 2.881 1.586
C -0.035 4.368 -4.911
N -0.131 2.999 -4.443
N 0.763 2.552 -3.490
C 0.185 1.569 -2.748
O 0.841 0.943 -1.873
C -1.164 1.477 -3.190
C -1.314 2.364 -4.209
C -2.520 2.643 -5.033
C 2.149 2.827 -3.541
C 2.831 3.058 -2.353
C 4.200 3.266 -2.389
C 4.881 3.258 -3.598
C 4.189 3.041 -4.781
C 2.822 2.822 -4.758
H 1.010 4.662 -4.936
H -0.577 5.054 -4.252
H -0.454 4.432 -5.913
H -1.891 0.771 -2.837
H -3.237 1.839 -4.888
H -2.257 2.693 -6.090
H -2.986 3.586 -4.740
H 2.289 3.056 -1.419
H 4.738 3.429 -1.466
H 5.953 3.404 -3.620
H 4.718 3.018 -5.725
H 2.279 2.607 -5.671

(2)
69
Properties=species:S:1:pos:R:3 method="wB97M-V/def2-TZVPD" total_charge=+2 e_tot_ev=-125124.61735 gap_ev=8.1 lumo_energy_ev=-6.2 e_homo_ev=-14.33
In 0.368 -0.020 0.373
O 0.473 2.220 0.095
C 0.276 1.995 -1.132
O -0.398 1.003 -1.520
C 1.240 2.610 -2.092
C 1.171 3.796 -2.792
C 2.235 4.137 -3.620
C 3.331 3.296 -3.755
C 3.408 2.111 -3.038
C 2.364 1.774 -2.178
P 2.511 0.275 -1.157
C 2.804 -1.116 -2.261
C 1.722 -1.555 -3.029
C 1.903 -2.593 -3.926
C 3.153 -3.188 -4.055
C 4.226 -2.747 -3.293
C 4.058 -1.708 -2.389
C 3.907 0.429 -0.027
C 4.647 1.601 0.093
C 5.672 1.665 1.028
C 5.954 0.572 1.833
C 5.204 -0.596 1.722
C 4.177 -0.666 0.799
H 0.307 4.440 -2.707
H 2.202 5.067 -4.170
H 4.136 3.563 -4.427
H 4.265 1.456 -3.148
H 0.758 -1.065 -2.933
H 1.076 -2.938 -4.532
H 3.293 -3.997 -4.758
H 5.197 -3.210 -3.402
H 4.894 -1.361 -1.796
H 4.418 2.457 -0.529
H 6.259 2.569 1.123
H 6.762 0.623 2.550
H 5.430 -1.447 2.352
H 3.580 -1.569 0.709
C -1.289 -1.338 4.700
N -0.270 -0.301 4.775
C -0.228 0.444 6.034
C 0.322 0.178 3.662
N -0.230 -0.026 2.465
N 1.472 0.860 3.803
C 2.464 0.502 4.812
C 1.934 1.770 2.771
H -1.306 -1.869 5.649
H -1.040 -2.056 3.919
H -2.286 -0.926 4.520
H -1.249 0.601 6.385
H 0.231 1.417 5.887
H 0.320 -0.098 6.805
H -1.159 -0.418 2.536
H 2.156 -0.382 5.363
H 2.633 1.320 5.514
H 3.408 0.281 4.308
H 2.475 1.249 1.971
H 2.622 2.481 3.223
H 1.100 2.318 2.344
Br -0.078 -5.756 -1.053
C -0.955 -4.088 -1.034
C -2.198 -3.912 -1.627
C -2.772 -2.650 -1.598
C -2.098 -1.612 -0.983
N -0.910 -1.801 -0.399
C -0.340 -3.010 -0.424
H -2.699 -4.744 -2.103
H -3.735 -2.472 -2.056
H -2.497 -0.606 -0.966
H 0.628 -3.124 0.047

(3)
74
Properties=species:S:1:pos:R:3 method="wB97M-V/def2-TZVPD" total_charge=+1 e_tot_ev=-87152.59499 gap_ev=6.8 lumo_energy_ev=-4.2 e_homo_ev=-11.07
Pt -0.619 2.260 1.776
F -1.834 -2.757 2.574
C -0.940 -2.592 3.566
F -1.589 -2.001 4.581
F -0.569 -3.805 3.976
C 0.236 -1.768 3.110
C 1.518 -2.280 3.148
C 2.585 -1.496 2.728
C 2.311 -0.220 2.282
N 1.074 0.283 2.230
C 0.055 -0.465 2.637
S -1.529 0.339 2.498
H 1.681 -3.287 3.504
H 3.597 -1.872 2.744
H 3.105 0.438 1.951
N -2.433 2.912 4.584
C -1.313 3.615 4.420
N -0.429 3.372 3.475
C 0.675 4.236 3.561
C 1.791 4.218 2.735
C 2.781 5.162 2.944
C 2.665 6.110 3.962
C 1.560 6.123 4.795
C 0.572 5.172 4.581
S -0.912 4.935 5.466
H -2.592 2.102 4.004
H -3.073 3.112 5.331
H 1.891 3.464 1.960
H 3.661 5.161 2.316
H 3.448 6.841 4.106
H 1.473 6.851 5.589
C -0.897 -2.254 -1.401
C -2.013 -2.222 -2.455
C -2.059 -3.621 -3.090
C -3.369 -2.019 -1.757
C -1.825 -1.136 -3.574
O -2.910 -1.311 -4.513
C -0.544 -1.215 -4.426
C 0.782 -0.551 -4.044
C 1.665 -1.294 -3.081
C 2.094 -2.589 -3.366
C 2.900 -3.293 -2.486
C 3.296 -2.685 -1.307
Cl 4.303 -3.554 -0.182
C 2.912 -1.390 -1.014
C 2.102 -0.702 -1.906
C -2.181 0.314 -3.175
N -1.470 1.035 -2.104
C -1.645 0.964 -0.795
N -0.880 1.871 -0.199
C -0.238 2.493 -1.231
N -0.586 2.021 -2.398
H -1.231 -2.862 -0.557
H -0.619 -1.277 -1.010
H 0.012 -2.712 -1.791
H -2.170 -4.361 -2.296
H -1.142 -3.867 -3.627
H -2.910 -3.747 -3.760
H -3.603 -2.904 -1.163
H -4.170 -1.879 -2.482
H -3.382 -1.174 -1.071
H -2.739 -2.098 -5.041
H -0.846 -0.759 -5.372
H -0.358 -2.268 -4.651
H 0.619 0.470 -3.686
H 1.335 -0.445 -4.981
H 1.790 -3.066 -4.291
H 3.224 -4.299 -2.712
H 3.246 -0.930 -0.100
H 1.798 0.314 -1.674
H -3.235 0.321 -2.910
H -2.063 0.928 -4.064
H -2.307 0.289 -0.286
H 0.466 3.300 -1.108

(4)
67
Properties=species:S:1:pos:R:3 method="wB97M-V/def2-TZVPD" total_charge=+1 e_tot_ev=-61821.75138 gap_ev=5.2 lumo_energy_ev=-3.5 e_homo_ev=-8.70
Pd -0.484 -0.959 -0.600
N 1.264 -3.146 -0.724
C 1.208 -3.797 0.483
C 2.175 -4.709 0.859
C 2.109 -5.387 2.083
C 1.072 -5.181 2.949
C 0.047 -4.277 2.600
C -1.073 -4.059 3.431
C -2.045 -3.186 3.042
C -1.889 -2.506 1.824
N -0.866 -2.672 1.022
C 0.105 -3.563 1.373
H 0.721 -2.238 -0.768
H 2.161 -3.139 -1.179
H 3.004 -4.906 0.189
H 2.896 -6.085 2.340
H 1.018 -5.702 3.896
H -1.145 -4.599 4.368
H -2.921 -3.007 3.651
H -2.646 -1.793 1.518
Cl -2.699 0.389 -0.117
C -2.245 2.043 -0.392
C -3.260 2.961 -0.619
C -2.947 4.291 -0.847
C -1.621 4.696 -0.839
C -0.614 3.773 -0.598
C -0.899 2.425 -0.371
P 0.405 1.153 -0.101
C 0.332 0.908 1.717
C -0.461 1.658 2.578
C -0.525 1.330 3.928
C 0.212 0.268 4.425
C 1.033 -0.465 3.577
C 1.089 -0.151 2.230
C 1.919 2.152 -0.314
C 2.640 2.681 0.752
C 3.796 3.411 0.514
C 4.238 3.620 -0.783
C 3.528 3.091 -1.853
C 2.382 2.351 -1.615
H -4.290 2.629 -0.599
H -3.741 5.008 -1.008
H -1.372 5.736 -1.008
H 0.416 4.103 -0.572
H -1.040 2.491 2.199
H -1.155 1.909 4.591
H 0.153 0.012 5.476
H 1.611 -1.297 3.960
H 1.715 -0.728 1.560
H 2.295 2.522 1.766
H 4.355 3.821 1.346
H 5.140 4.189 -0.963
H 3.879 3.246 -2.865
H 1.831 1.909 -2.440
N -1.898 1.143 -5.168
C -1.740 -0.330 -4.896
C -1.377 -0.482 -3.408
N -1.215 -1.834 -2.930
H -2.129 1.344 -6.140
H -1.033 1.631 -4.930
H -2.632 1.527 -4.570
H -0.954 -0.715 -5.543
H -2.680 -0.825 -5.138
H -2.167 -0.012 -2.815
H -0.445 0.057 -3.214
H -0.469 -2.350 -3.377
H -2.069 -2.374 -2.945

Energy relative to the best compared isomer or geometry (same formula, charge and spin) values (in eV) by entry order: 3.492 0.438 0.000 0.474.